ORCA calculation (ωB97M-V/def2-TZVPD) on a cluster of 2 separate species, C9H13BN2 in total at a distorted geometry.

CARTESIAN COORDINATES (ANGSTROEM)
C 3.3093 -3.3433 -1.4180
C -2.3146 2.6154 0.4865
C -0.9992 2.6627 -0.4604
B -0.5011 0.5768 0.5832
H -1.2569 3.0878 -1.4136
H 4.3548 -1.4045 -1.6351
C 3.3778 -1.9238 -1.4749
H -2.7200 3.5763 0.7082
H -0.2079 3.3067 -0.0405
H -2.4477 0.0857 1.1818
C 1.9933 -3.7803 -1.0891
H 3.9282 -4.0783 -1.7442
C -1.5895 0.5622 1.6560
H -3.2076 2.2197 0.0408
H 0.2902 1.2736 -1.1396
C -2.1696 2.0231 1.8946
H -1.5501 0.0199 2.5701
C 1.0169 -2.9133 -0.5921
H -1.6373 2.7340 2.6086
H 1.9277 -4.8578 -1.0874
N -0.3470 1.4058 -0.4709
N 2.4877 -1.0970 -0.9975
C 1.3608 -1.6287 -0.5317
H 0.0551 -3.1389 -0.0664
H -3.1531 2.0162 2.4318

Properties
* frontier orbital gap (spin up / spin down): 0.26429 / 0.30789 hartree
* energy relative to the best compared isomer or geometry (same formula, charge and spin): 597.2 kJ/mol
* total charge: 0
* total energy: -484.9306 Ha
* LUMO level (spin up / spin down): 0.61 / 0.66 eV

Results of the natural (NBO) charge analysis, in e, for atoms 1 through 6: number 1, C, carries -0.287; number 2, C, carries -0.432; number 3, C, carries -0.210; number 4, B, carries 0.876; number 5, H, carries 0.204; number 6, H, carries 0.182

***

ORCA calculation (ωB97M-V/def2-TZVPD) on a cluster of 2 separate species, C21H20N3O in total at a distorted geometry.

CARTESIAN COORDINATES (ANGSTROEM)
N 1.9159 -0.0786 2.9688
H -2.7264 -1.6484 3.3759
C 3.3809 -2.1128 -2.1684
C 1.1239 1.0413 3.1378
H 2.1229 -3.2057 -3.5582
C 2.5688 -4.0506 -0.2805
H 2.4573 -6.5557 4.9903
C 4.0187 -3.8268 3.6942
H -0.2521 -1.3325 3.4497
C 2.4968 -3.1487 -2.5366
N 3.3236 0.1042 2.9174
H 4.5848 -2.1351 1.7106
H -4.2258 0.3176 3.0061
C 2.2730 -5.8955 2.9505
C 2.0979 -4.1045 -1.6019
C 3.4608 -2.9911 0.1005
O 1.6234 2.1415 3.3670
H 4.5438 -1.2499 -0.5499
C -3.1431 0.4494 3.0375
H 1.7311 -6.6203 -0.5971
H -3.2304 2.5933 2.7207
H 4.0161 -4.7175 5.6520
H 1.5958 -6.7147 2.7129
H 1.0517 -6.7119 1.0324
H 1.5675 -0.8832 2.4668
C -0.3547 0.7946 3.0844
C 2.6466 -4.9516 1.9745
H 3.6878 -1.3732 -2.9106
C -2.3011 -0.6527 3.2404
C 3.8554 -2.0351 -0.8711
C 3.9064 -2.9302 1.4183
C -2.5890 1.7257 2.8758
C -1.2037 1.8952 2.9109
H 4.6977 -3.0068 3.9415
C 1.2801 -6.0390 0.2143
N 2.1882 -4.9867 0.6660
C 3.5383 -3.8878 2.3610
C -0.9101 -0.4806 3.2689
H 3.5604 0.5874 3.7888
C 2.7604 -5.8096 4.2566
H 3.5014 0.7941 2.1815
C 3.6380 -4.7725 4.6292
H 1.4144 -4.8979 -1.9056
H 0.3418 -5.6109 -0.1541
H -0.7658 2.8858 2.8022

Properties
* frontier orbital gap: 0.24086 hartree
* energy relative to the best compared isomer or geometry (same formula, charge and spin): 32.8 kJ/mol
* total charge: +1
* total energy: -1051.5229 Ha
* LUMO level: -5.00 eV

Results of the natural (NBO) charge analysis, in e, for atoms 1 through 6: number 1, N, carries -0.480; number 2, H, carries 0.217; number 3, C, carries -0.213; number 4, C, carries 0.624; number 5, H, carries 0.244; number 6, C, carries 0.208

***

ORCA calculation (ωB97M-V/def2-TZVPD) on a cluster of 2 separate species, C9H11O3 in total at a distorted geometry.

CARTESIAN COORDINATES (ANGSTROEM)
C 0.6709 -1.8452 -1.1776
H 0.0170 -4.0098 -1.4481
O -2.0168 -3.6131 0.6813
H -0.0122 4.3982 0.6708
O -1.4763 2.0176 1.0357
H 2.1146 0.2816 -1.8899
C -1.0662 -2.7694 0.0723
C 0.3098 3.3088 0.3753
C -0.1272 -2.9754 -0.9277
H -2.2230 -1.4077 1.3521
H 1.3440 -2.0117 -2.0116
C 0.4595 -0.4799 -0.5970
H -0.7761 0.6596 0.6450
C 1.4570 0.6081 -0.9881
C -0.4124 2.5110 1.3596
H 0.9680 1.4964 -1.2632
H 2.2046 0.9227 -0.1882
C -0.5610 -0.3739 0.2392
C -1.3429 -1.4626 0.6492
H 1.4236 3.4054 0.5913
H 0.3591 3.0546 -0.7197
O 0.2335 2.5293 2.4569
H -1.5473 -4.2446 1.0826

Properties
* frontier orbital gap: 0.27370 hartree
* energy relative to the best compared isomer or geometry (same formula, charge and spin): 329.9 kJ/mol
* total charge: -1
* total energy: -575.2328 Ha
* LUMO level: 3.18 eV

Results of the natural (NBO) charge analysis, in e, for atoms 1 through 6: number 1, C, carries -0.198; number 2, H, carries 0.210; number 3, O, carries -0.703; number 4, H, carries 0.216; number 5, O, carries -0.751; number 6, H, carries 0.190

***

ORCA calculation (ωB97M-V/def2-TZVPD) on a cluster of 11 separate species, C14H50ClIN21O13P2 in total at a distorted geometry.

CARTESIAN COORDINATES (ANGSTROEM)
N 0.8936 1.8106 5.9011
C 1.0645 -3.2024 -11.1880
N 4.6229 -6.4536 1.6185
H -3.5284 5.1610 -4.3172
O -4.9053 4.4074 2.6176
H 1.6334 -1.8169 -0.0649
H -2.6287 4.0325 1.5302
H -0.0164 -0.9070 2.1231
H 3.8193 -4.2932 -4.0324
N 1.5861 -5.4666 -7.0211
H 0.4479 0.8686 -0.1256
N -3.6634 6.3102 1.8389
O -1.7945 7.0138 0.7491
H 0.9848 -3.3352 -8.2422
H 3.7007 -6.1033 4.6664
N 0.9954 -3.1494 -12.5514
H 4.9321 -5.2282 -3.0876
H 2.6607 -0.4089 0.0990
H 3.4075 -5.0608 3.3136
C 2.2813 1.9815 1.6255
N -3.1263 4.6757 -1.8339
N -2.0945 4.7912 1.1342
H -2.5232 -4.1396 9.6835
H 0.0830 -3.1796 -12.9658
H -0.5280 -3.1688 6.9215
N -0.0880 6.4476 -1.6544
P 0.2299 -0.0144 0.9987
P -1.7713 1.0120 1.5362
H -1.2158 4.5828 0.6912
N 2.3286 3.2622 1.5533
H -5.4515 4.1493 0.1828
N 2.3112 -3.1615 -10.6419
O -1.0267 1.6579 4.7202
N -5.8290 3.4390 0.7858
H -3.9728 7.2604 1.9096
H -1.0129 -1.5109 7.0170
H -2.3063 5.1007 -2.2231
H 1.4275 1.6322 6.7295
H 5.1329 -7.0780 1.0238
N 0.8962 5.4371 0.1599
C -4.2614 4.4037 -2.5084
H 3.1639 -3.1049 -11.1641
Cl -2.7800 1.2459 -0.2769
H -4.2530 5.5641 2.1883
H -5.1396 4.5322 -4.3402
N -1.0636 -2.4506 7.3707
H 3.1524 1.4028 1.2992
H -1.4221 -4.7102 8.4779
O 0.4821 4.2556 -1.7457
H 3.2405 3.5426 1.1871
N -6.0732 2.4861 2.8732
N -4.2994 4.7403 -3.8364
H -5.8749 2.5054 3.8549
C 1.0988 1.2631 2.1667
C 3.5952 -4.0371 -2.0163
H 0.8549 6.3219 0.6313
O 4.9847 -7.8237 3.3941
C -1.8758 -2.6637 8.4433
H -6.3452 2.6965 0.3551
O 2.6789 -3.2428 -2.0548
H -0.4723 0.5814 7.6655
C 4.5004 -6.8009 2.9372
H 1.3245 0.8093 3.1392
N 1.6745 -3.2169 -7.5153
N -0.9673 0.7764 6.8152
C -2.4738 6.0964 1.2124
H 4.8856 -5.1073 -0.7466
H 1.2661 4.6321 0.6686
H 1.8005 -3.0791 -13.1430
H 2.0132 -2.2949 -7.3079
N 4.1748 -4.5744 -3.1305
H 1.8760 -6.2410 -6.4542
C 2.4982 -1.7377 1.7708
H 3.7219 -4.0619 0.0141
H -0.3446 -1.0454 -0.9274
N 3.8053 -5.9036 3.6904
H -0.1932 7.3032 -1.1424
H -1.9287 0.4957 6.7380
H -3.1134 4.4306 -0.8574
O -2.5103 -1.7633 8.9691
H -2.2915 -0.3417 3.1226
H 1.3276 2.2823 5.1270
O -5.2053 3.8754 -1.9343
O -2.6295 -0.2377 2.2210
C 0.4482 5.3020 -1.1161
H 4.2272 -5.6164 1.2360
C 1.9241 -1.0226 0.6276
C -5.5663 3.5021 2.1094
O -0.6220 -1.1406 -0.0083
H 2.3262 -3.1974 -9.6378
N 4.1251 -4.4598 -0.8169
O 2.9134 -4.0721 -5.8220
O 2.2704 -2.8665 2.0726
H 0.9184 -5.6157 -7.7542
C -0.4121 1.4353 5.7424
N -1.9314 -3.9557 8.8959
H -6.6013 1.7249 2.4933
C 2.1125 -4.2428 -6.7236
O 0.0691 -3.2885 -10.4828
H 0.3670 2.0538 2.3770
H -0.4446 6.3865 -2.5879
I 3.9387 -0.7451 3.1213

Properties
* frontier orbital gap: 0.19066 hartree
* total charge: -1
* total energy: -4132.5167 Ha
* LUMO level: 1.50 eV

Results of the Löwdin charge analysis, in e, for atoms 1 through 6: number 1, N, carries 0.161; number 2, C, carries -0.680; number 3, N, carries 0.152; number 4, H, carries 0.088; number 5, O, carries 0.008; number 6, H, carries 0.064

***

ORCA calculation (ωB97M-V/def2-TZVPD) on the molecule C4H9N at a distorted geometry.

CARTESIAN COORDINATES (ANGSTROEM)
H 2.0704 2.1495 -0.9839
H 2.1688 1.7866 0.8137
C -0.2372 0.2768 0.8322
C 1.6488 1.6374 -0.1415
H -2.1809 -1.1342 -0.7342
H 0.4522 0.3237 1.6632
C 0.4751 0.9676 -0.2883
H 0.4754 -1.7041 0.2446
H -1.0122 -1.6902 1.3071
C -0.4732 -1.1866 0.4343
H -1.1892 0.7989 1.0508
H -1.1182 -2.2536 -1.2224
N -1.1784 -1.3370 -0.8350
H 0.1018 0.9111 -1.3139

Properties
* SMILES: C=CCCN
* frontier orbital gap: 0.37932 hartree
* energy relative to the best compared isomer or geometry (same formula, charge and spin): 71.5 kJ/mol
* total charge: 0
* total energy: -212.5239 Ha
* LUMO level: 1.19 eV

Results of the natural (NBO) charge analysis, in e, for atoms 1 through 6: number 1, H, carries 0.193; number 2, H, carries 0.185; number 3, C, carries -0.458; number 4, C, carries -0.413; number 5, H, carries 0.350; number 6, H, carries 0.215

***

ORCA calculation (ωB97M-V/def2-TZVPD) on the molecule C5H7NO.

CARTESIAN COORDINATES (ANGSTROEM)
H -1.1015 0.8948 1.2448
N -2.5062 -0.4902 0.4274
H -2.4048 -1.3756 -0.0607
C -1.2660 0.2797 0.3624
H 3.0059 -1.5106 -0.1260
C 2.6235 -0.4885 -0.2108
H -3.0073 1.4991 -0.2462
O 2.9839 0.2246 0.9622
C -0.0038 -0.2255 -0.1360
C 1.1603 -0.4749 -0.3391
H 2.1766 0.6419 1.2867
C -2.4156 0.6259 -0.5065
H 3.0933 -0.0218 -1.0866
H -2.3384 0.4211 -1.5716

Properties
* SMILES: OCC#C[C@H]1CN1
* frontier orbital gap: 0.37288 hartree
* energy relative to the best compared isomer or geometry (same formula, charge and spin): 346.8 kJ/mol
* total charge: 0
* total energy: -324.5924 Ha
* LUMO level: 0.78 eV

Results of the natural (NBO) charge analysis, in e, for atoms 1 through 6: number 1, H, carries 0.221; number 2, N, carries -0.558; number 3, H, carries 0.357; number 4, C, carries -0.161; number 5, H, carries 0.199; number 6, C, carries -0.131